{
  "formula": "CH2AgO3",
  "method": "ωB97M-V with the def2-TZVPD basis set",
  "e_tot_ha": -411.69707,
  "charge": 1,
  "species": ["H", "O", "C", "O", "O", "Ag", "H"],
  "coordinates": [[1.63389, 1.10888, 0.18210], [-1.16824, 0.25070, 0.53170], [0.12636, 0.11660, 0.35173], [0.86911, 1.06044, 0.87366], [0.53466, -0.35962, -0.71090], [-0.45793, -1.67517, -2.24350], [-1.53784, -0.50184, 1.01522]],
  "forces_ev_per_a": [[-1.266, 0.097, 2.075], [-0.830, -1.081, 1.983], [0.313, 3.369, -3.698], [1.657, -0.478, -0.588], [0.374, -2.244, -0.080], [0.165, 0.247, 0.233], [-0.412, 0.091, 0.075]],
  "nbo_charge": [0.53, -0.66, 1.00, -0.59, -0.77, 0.96, 0.52]
}

{
  "formula": "H18NO7",
  "method": "ωB97M-V with the def2-TZVPD basis set",
  "de_lowest_kj_mol": 422.0,
  "e_tot_ha": -591.92141,
  "charge": 1,
  "species": ["N", "H", "H", "H", "H", "O", "H", "H", "O", "H", "H", "O", "H", "H", "O", "H", "H", "O", "H", "H", "O", "H", "H", "O", "H", "H"],
  "coordinates": [[23.19700, 29.71700, 18.86700], [22.83700, 30.71500, 18.59900], [24.01000, 29.81300, 18.32000], [22.53300, 28.93000, 18.53000], [23.19500, 29.73800, 19.85000], [21.26200, 27.85300, 20.36700], [21.03500, 27.46100, 21.20900], [21.02400, 27.18400, 19.76800], [25.80200, 30.70900, 16.91700], [26.56500, 31.42300, 16.64600], [26.23800, 30.07600, 16.49200], [20.75200, 28.40500, 17.05200], [20.37100, 27.67900, 17.58300], [20.25500, 29.21000, 17.27300], [24.61700, 31.79100, 20.55600], [23.86600, 32.51300, 20.66000], [24.94900, 31.40000, 21.54700], [24.54100, 27.40100, 21.06900], [24.22000, 26.55000, 20.87400], [25.55400, 27.35000, 20.86700], [27.38300, 29.83800, 19.31000], [27.35400, 30.61100, 19.98700], [26.70300, 30.04100, 18.69100], [20.02300, 30.95100, 18.29400], [19.10700, 30.61200, 18.66500], [20.13600, 31.67600, 17.70200]],
  "forces_ev_per_a": [[-4.041, 1.796, -2.629], [-0.370, -2.352, 0.630], [2.312, -0.880, -0.085], [0.996, 1.730, 0.263], [1.082, -0.365, 1.750], [0.479, 1.292, 0.759], [0.032, 0.101, 0.564], [-0.467, -1.381, -1.373], [0.711, 6.808, 1.480], [-3.133, -1.629, 1.471], [2.253, -5.358, -2.893], [0.192, -0.492, 0.632], [0.018, 0.646, -0.590], [0.089, -0.137, 0.130], [-0.796, 0.017, 3.552], [2.547, -2.227, 0.461], [-1.869, 2.126, -4.025], [3.408, 1.812, -0.376], [-0.593, -1.760, -0.343], [-2.796, 0.117, 0.602], [0.762, 1.566, 2.777], [0.089, -2.026, -1.884], [-0.878, 0.528, -0.836], [-1.237, -2.989, 2.227], [2.583, 2.179, -1.753], [-1.377, 0.878, -0.511]],
  "nbo_charge": [-0.87, 0.45, 0.45, 0.48, 0.47, -0.95, 0.49, 0.46, -0.95, 0.50, 0.46, -0.97, 0.47, 0.50, -1.01, 0.50, 0.51, -0.96, 0.47, 0.49, -0.95, 0.48, 0.47, -1.02, 0.53, 0.51]
}